This record from the OMol25 dataset describes a molecular structure, C32H47N4O7P2S3Sn. The level of theory is ωB97M-V with the def2-TZVPD basis set.

Computed properties:
E_HOMO	-9.487	eV
M	876.61	g/mol
energy	-4084.897643	a.u.
net charge	+1

```
96
C32H47N4O7P2S3Sn (ωB97M-V with the def2-TZVPD basis set)
Sn -0.52196 -0.83732 -0.41643
C 0.36343 -1.37856 6.22931
C -0.75328 -1.54710 5.22037
C -1.91395 -0.59544 5.45152
O -0.29871 -1.44283 3.83362
P 0.72054 -0.49969 3.10578
O 0.73315 -0.81183 1.65803
C 0.25652 1.23288 3.38366
P -1.01474 1.74266 2.18458
O -2.00384 0.67903 1.93640
O -1.61982 3.08457 2.76788
C -2.88434 3.06740 3.51294
C -2.69561 3.92179 4.74692
C -3.98071 3.57225 2.59982
O -0.26005 2.13934 0.85876
C 0.42803 3.37146 0.46244
C 1.28857 3.95148 1.57091
C -0.59201 4.36511 -0.05983
O 2.07376 -0.74703 3.85596
C 3.42012 -0.23091 3.57149
C 3.62752 0.13788 2.11865
C 3.70583 0.91487 4.52113
H -0.02427 -1.60393 7.22389
H 0.74660 -0.35538 6.22957
H 1.18954 -2.05491 6.01450
H -1.12376 -2.56781 5.27153
H -1.56620 0.41383 5.68747
H -2.51259 -0.94478 6.29360
H -2.54906 -0.55532 4.56445
H 1.15456 1.83939 3.27053
H -0.14610 1.37251 4.38792
H -3.10587 2.03811 3.79578
H -2.48828 4.95514 4.46110
H -1.86606 3.55609 5.35550
H -3.60385 3.90146 5.35119
H -3.76614 4.59569 2.28282
H -4.93712 3.55997 3.12538
H -4.05525 2.93460 1.71751
H 1.06599 3.04069 -0.35479
H 0.68407 4.18012 2.45127
H 1.73723 4.87910 1.21752
H 2.09998 3.27383 1.84618
H -1.24182 4.70070 0.74988
H -1.20627 3.90664 -0.83720
H -0.07829 5.22901 -0.48339
H 4.06276 -1.07109 3.82461
H 3.00376 0.99036 1.82710
H 3.38060 -0.68948 1.45636
H 4.67334 0.40794 1.97029
H 3.10955 1.79616 4.26911
H 4.75935 1.19100 4.45998
H 3.48413 0.62661 5.54996
O -1.20606 -2.98028 0.80459
C -1.90271 -4.07059 0.23744
C -1.90108 -3.89346 -1.26764
C -2.52550 -4.83840 -2.07021
C -2.46878 -4.69694 -3.44454
C -1.79459 -3.61002 -3.98593
C -1.22645 -2.70038 -3.12123
N -1.27784 -2.83005 -1.78598
H -1.17356 -3.00506 1.76915
H -2.92968 -4.12083 0.60698
H -1.41002 -5.01743 0.47032
H -3.04477 -5.67345 -1.61580
H -2.94159 -5.42764 -4.08882
H -1.72065 -3.47054 -5.05557
H -0.70240 -1.82500 -3.49392
C -2.93108 2.58681 -3.93828
C -1.65641 2.15126 -4.26796
C -1.00816 1.28907 -3.40122
N -1.56738 0.85112 -2.26779
C -2.79487 1.26890 -1.95823
C -3.51153 2.14092 -2.75899
H -3.46650 3.26570 -4.58934
H -1.17134 2.47283 -5.18029
H -0.00339 0.93250 -3.60975
H -3.20987 0.88779 -1.02858
H -4.50088 2.46506 -2.46472
S 4.21573 0.96959 -6.08243
C 3.48103 0.07720 -4.91443
S 3.06692 0.79257 -3.37160
C 2.39662 -0.72362 -2.83171
N 2.44784 -1.64745 -3.71199
N 3.04895 -1.22454 -4.87897
C 3.12012 -2.22176 -5.91755
C 2.31121 -3.35360 -5.79177
C 2.32303 -4.32562 -6.77710
C 3.13342 -4.18975 -7.89585
C 3.95909 -3.08343 -7.99767
C 3.96505 -2.10169 -7.01438
S 1.87737 -0.91803 -1.18212
H 1.68692 -3.46749 -4.92071
H 1.69001 -5.19780 -6.66611
H 3.12404 -4.94352 -8.67386
H 4.61544 -2.97230 -8.85203
H 4.62531 -1.25697 -7.10691
```

---

This record from the OMol25 dataset describes a molecular structure, C36H35BaCl2N3OP2. The level of theory is ωB97M-V with the def2-TZVPD basis set.

Computed properties:
E_HOMO	-11.915	eV
M	795.88	g/mol
energy above the lowest of the compared OMol25 structures with the same formula, charge and spin	0.656	eV
energy	-3260.554059	a.u.
net charge	+2

```
80
C36H35BaCl2N3OP2 (ωB97M-V with the def2-TZVPD basis set)
Ba -0.80043 0.40006 -1.28062
Cl -4.72284 -1.78094 1.36949
C -4.58112 -1.98023 -0.34689
C -5.44567 -2.87953 -0.99594
C -5.37029 -3.04911 -2.34649
Cl -6.44124 -4.15744 -3.12960
C -4.42119 -2.32110 -3.11051
C -4.28995 -2.43442 -4.51206
C -3.35710 -1.68374 -5.17116
C -2.53920 -0.82293 -4.42331
N -2.61169 -0.69434 -3.11703
C -3.55512 -1.42680 -2.44185
C -3.62746 -1.24454 -1.01745
O -2.81762 -0.39739 -0.41334
H -6.17060 -3.43209 -0.41504
H -4.93744 -3.11323 -5.04989
H -3.24193 -1.74209 -6.24374
H -1.78880 -0.22300 -4.93079
C 3.13677 0.29087 0.65518
P 1.41967 0.65942 1.14473
C 1.18211 -0.14489 2.74792
C 0.04025 -0.92269 2.93138
C -0.18096 -1.56894 4.14096
C 0.74218 -1.44189 5.16746
C 1.88287 -0.66515 4.99287
C 2.10227 -0.01740 3.78954
C 1.28384 2.44866 1.50867
C 1.72092 3.39866 0.58214
C 1.38612 4.73882 0.72216
C 0.60849 5.15663 1.79705
C 0.18495 4.22202 2.73692
C 0.51055 2.87754 2.59032
P 3.31177 -1.56324 0.47589
C 1.91924 -1.90134 -0.70540
C 0.85219 -2.67900 -0.25165
C -0.18993 -3.04262 -1.10306
C -0.16994 -2.64130 -2.43251
C 0.87985 -1.84844 -2.89670
C 1.91394 -1.48338 -2.04163
C 4.72257 -1.67057 -0.68053
C 4.81839 -2.79646 -1.49751
C 5.91581 -2.97581 -2.32265
C 6.94372 -2.04200 -2.32995
C 6.86716 -0.92849 -1.50900
C 5.76191 -0.74075 -0.68884
H 3.85151 0.64141 1.40234
H 3.35051 0.78719 -0.29598
H -0.67788 -1.03633 2.12444
H -1.06563 -2.17708 4.27565
H 0.57842 -1.95274 6.10690
H 2.60222 -0.57175 5.79523
H 2.99355 0.58599 3.66213
H 2.33772 3.09563 -0.25722
H 1.75318 5.46303 0.00678
H 0.38738 6.20838 1.92949
H -0.33999 4.55294 3.62920
H 0.19870 2.16027 3.34155
H 0.85099 -3.02617 0.77545
H -1.00013 -3.65811 -0.73318
H -0.95902 -2.95048 -3.10536
H 0.90676 -1.53988 -3.93580
H 2.74734 -0.90239 -2.42377
H 4.02929 -3.54158 -1.49382
H 5.97328 -3.85207 -2.95438
H 7.80417 -2.18721 -2.96889
H 7.66994 -0.20309 -1.50218
H 5.73259 0.13135 -0.05015
N -3.06401 4.39070 2.37208
C -3.79527 3.35023 1.54680
C -2.80920 2.40029 0.89454
N -2.01386 2.94471 -0.20464
H -3.71322 5.03660 2.82637
H -2.42089 4.94192 1.79778
H -2.49912 3.94343 3.09837
H -4.39514 3.89438 0.81860
H -4.45821 2.81991 2.22809
H -3.34947 1.51667 0.54405
H -2.11551 2.03068 1.65860
H -1.34060 3.64742 0.08831
H -2.59743 3.32036 -0.94491
```

---

This record from the OMol25 dataset describes a gas-phase ion, C4H10NO (charge +1) in a non-equilibrium geometry. The level of theory is ωB97M-V with the def2-TZVPD basis set.

Computed properties:
E_HOMO (alpha / beta)	-12.182 / -12.134	eV
M	88.13	g/mol
energy above the lowest of the compared OMol25 structures with the same formula, charge and spin	4.906	eV
energy	-287.982806	a.u.
net charge	+1

```
16
C4H10NO (ωB97M-V with the def2-TZVPD basis set)
C 1.45210 -0.05225 2.12418
C 0.33786 0.61738 0.16770
C 0.02933 1.68650 -0.87516
C -1.28993 -1.15046 -1.02614
N -0.24796 -0.76466 -0.01468
O 1.14141 0.72071 1.14239
H 2.33739 0.27970 2.76231
H 0.89311 -1.03553 2.13762
H 0.86086 2.45042 -0.78957
H -0.87131 2.26664 -0.71622
H -0.00395 1.28416 -1.86452
H -2.22474 -0.67547 -0.88991
H -0.76083 -0.75354 -1.92414
H -1.44633 -2.32286 -1.12112
H 0.54240 -1.53645 -0.00718
H -0.74940 -1.01430 0.89444
```

---

This record from the OMol25 dataset describes 2 unconnected molecules or ions with the total composition C7H4BN5 in a non-equilibrium geometry. The level of theory is ωB97M-V with the def2-TZVPD basis set.

Computed properties:
E_HOMO (alpha / beta)	-10.626 / -9.980	eV
M	168.96	g/mol
energy above the lowest of the compared OMol25 structures with the same formula, charge and spin	0.472	eV
energy	-567.617744	a.u.

```
17
C7H4BN5 (ωB97M-V with the def2-TZVPD basis set)
B 1.17433 -0.44375 -0.16571
C -1.93856 2.45254 0.12747
C -2.47966 -0.21017 -0.12976
C -0.66602 -3.52305 0.21234
C 1.57650 1.05340 -0.10110
C 0.60660 1.93639 0.16121
C -0.76664 1.58540 -0.01829
C -1.12503 0.22500 -0.15204
N -2.77310 3.26748 0.18528
N -3.52370 -0.66199 -0.29894
N -0.85671 -4.63862 0.22477
N -0.18219 -0.69280 -0.20574
N 2.27092 -1.38963 -0.12082
H 2.55098 1.44512 -0.04744
H 0.71204 3.03572 0.41985
H 3.19180 -1.17552 -0.37593
H 2.22843 -2.26552 0.28483
```